The following is a DFT calculation (wB97M-V/def2-TZVPD) of C7H12N6 as an isolated structure at a distorted geometry.

Structure (ORCA input):
```
! wB97M-V def2-TZVPD RIJCOSX def2/J DEFGRID3
* xyz 2 1
C 0.954 -3.109 -1.071
C 1.692 -2.347 -0.150
C -1.129 -1.979 -0.656
C -0.207 1.616 1.080
C 0.547 1.165 -1.052
C 0.847 2.658 -0.676
C 0.001 -0.740 0.404
N -0.378 -2.746 -1.173
N 1.078 -1.292 0.267
N -0.010 0.658 0.193
N 0.237 2.777 0.609
N -0.895 1.565 2.245
N -2.396 -1.916 -0.311
H 1.322 -3.640 -1.930
H 2.784 -2.358 0.033
H -0.147 1.174 -1.942
H 1.536 0.728 -1.430
H 1.839 2.750 -0.577
H 0.443 3.302 -1.436
H -0.548 -1.130 1.321
H 0.284 3.584 1.190
H -1.215 0.718 2.710
H -0.899 2.246 2.998
H -2.835 -0.953 -0.085
H -2.905 -2.732 -0.559
*
```

Results
**HOMO**: -0.6210 Ha
**Orbital gap**: 0.2932 Eh
**Energy above the lowest of the compared OMol25 structures with the same formula, charge and spin**: 152.35 kJ/mol
**LUMO energy**: -8.921 eV

***

The following is a DFT calculation (wB97M-V/def2-TZVPD) of C49H51Cl2N4O7PSSiW as an isolated structure.

Structure (ORCA input):
```
! wB97M-V def2-TZVPD RIJCOSX def2/J DEFGRID3
* xyz 0 3
W 0.559 0.241 -0.387
Cl -0.826 -0.648 6.399
C 0.041 -0.462 4.910
C -0.681 -0.398 3.730
C -0.030 -0.241 2.516
N -0.710 -0.184 1.262
C -1.929 0.520 1.416
O -2.074 1.413 2.215
C -3.162 0.020 0.710
C -4.379 0.246 1.343
C -5.531 -0.212 0.734
C -5.431 -0.857 -0.489
C -4.174 -1.021 -1.042
N -3.054 -0.608 -0.453
C 1.364 -0.196 2.503
C 2.095 -0.240 3.684
C 1.425 -0.368 4.890
Cl 2.351 -0.411 6.354
N 1.895 -0.218 1.211
C 3.168 -0.563 0.966
O 4.158 -0.514 1.679
C 3.216 -1.299 -0.340
C 4.350 -1.985 -0.725
C 4.230 -2.949 -1.712
C 2.973 -3.222 -2.221
C 1.898 -2.461 -1.799
N 2.015 -1.465 -0.922
H -1.758 -0.456 3.788
H -4.396 0.784 2.279
H -6.496 -0.059 1.200
H -6.306 -1.223 -1.010
H -4.057 -1.502 -2.009
H 3.170 -0.179 3.665
H 5.268 -1.780 -0.195
H 5.094 -3.516 -2.035
H 2.802 -4.010 -2.941
H 0.917 -2.687 -2.160
C 2.969 0.157 -3.367
C 2.637 1.602 -3.062
C 3.913 2.431 -3.108
C 1.614 2.136 -4.062
O 2.067 1.636 -1.699
Si 1.799 3.089 -0.835
S 0.888 2.395 0.859
O 3.190 3.900 -0.600
C 4.167 3.974 0.455
C 4.569 2.574 0.895
C 5.351 4.712 -0.150
C 3.578 4.759 1.616
O 0.926 3.972 -1.882
C 0.382 5.297 -1.770
C -0.862 5.312 -2.646
C 1.436 6.268 -2.286
C 0.011 5.601 -0.324
H 3.336 0.077 -4.391
H 3.741 -0.218 -2.694
H 2.084 -0.469 -3.292
H 4.368 2.299 -4.092
H 4.624 2.098 -2.350
H 3.719 3.491 -2.958
H 1.864 1.778 -5.064
H 1.592 3.221 -4.070
H 0.613 1.796 -3.797
H 4.942 1.995 0.046
H 3.722 2.047 1.331
H 5.359 2.615 1.647
H 5.768 4.141 -0.981
H 6.135 4.859 0.595
H 5.036 5.688 -0.521
H 2.672 4.281 1.991
H 3.344 5.782 1.312
H 4.300 4.806 2.434
H -0.601 5.036 -3.671
H -1.311 6.306 -2.662
H -1.597 4.603 -2.262
H 1.673 6.050 -3.330
H 2.348 6.175 -1.694
H 1.082 7.299 -2.222
H -0.675 4.845 0.059
H -0.484 6.573 -0.264
H 0.899 5.633 0.313
O -2.570 2.646 -0.886
C -1.997 1.800 -1.527
O -0.784 1.379 -1.289
C -2.619 1.194 -2.758
C -3.657 1.919 -3.333
C -4.326 1.443 -4.446
C -3.951 0.228 -4.998
C -2.913 -0.495 -4.432
C -2.235 -0.038 -3.298
P -0.918 -1.123 -2.596
C -1.719 -2.662 -2.019
C -1.423 -3.088 -0.727
C -1.980 -4.254 -0.222
C -2.846 -5.004 -1.004
C -3.145 -4.590 -2.296
C -2.577 -3.432 -2.803
C -0.176 -1.688 -4.191
C 0.122 -0.747 -5.176
C 0.723 -1.122 -6.367
C 1.028 -2.454 -6.605
C 0.715 -3.407 -5.649
C 0.115 -3.027 -4.456
H -3.930 2.859 -2.873
H -5.136 2.016 -4.880
H -4.456 -0.159 -5.874
H -2.615 -1.420 -4.907
H -0.794 -2.483 -0.085
H -1.744 -4.564 0.788
H -3.290 -5.909 -0.608
H -3.819 -5.171 -2.913
H -2.812 -3.134 -3.816
H -0.129 0.292 -5.021
H 0.945 -0.369 -7.113
H 1.493 -2.749 -7.537
H 0.926 -4.453 -5.831
H -0.141 -3.794 -3.734
*
```

Results
**HOMO (alpha / beta)**: -0.2519 / -0.2732 Ha
**Orbital gap (alpha / beta)**: 0.2375 / 0.2417 Eh
**Energy above the lowest of the compared OMol25 structures with the same formula, charge and spin**: 112.97 kJ/mol
**LUMO energy (alpha / beta)**: -0.392 / -0.856 eV

***

The following is a DFT calculation (wB97M-V/def2-TZVPD) of a 2-piece molecular cluster, C5H16NO overall at a distorted geometry.

Structure (ORCA input):
```
! wB97M-V def2-TZVPD RIJCOSX def2/J DEFGRID3
* xyz 1 1
C -1.863 0.514 -0.690
C -0.635 0.370 0.189
C 0.065 -0.973 0.262
C -0.854 -1.974 1.010
C 0.253 -1.556 -1.128
N 0.374 1.441 -0.178
H -2.097 1.579 -0.784
H -2.683 -0.151 -0.444
H -1.686 0.295 -1.749
H -0.988 0.673 1.165
H 1.027 -0.965 0.777
H -0.416 -2.948 0.905
H -1.865 -1.969 0.623
H -0.853 -1.648 2.053
H 0.916 -1.011 -1.805
H -0.709 -1.724 -1.571
H 0.769 -2.504 -0.991
H 0.951 1.361 -1.014
H 1.002 1.576 0.627
H -0.064 2.359 -0.111
H 3.672 1.986 0.555
H 2.838 2.812 1.595
O 2.844 2.458 0.703
*
```

Results
**HOMO**: -0.5654 Ha
**Orbital gap**: 0.4452 Eh
**Energy above the lowest of the compared OMol25 structures with the same formula, charge and spin**: 58.30 kJ/mol
**LUMO energy**: -3.271 eV

***

The following is a DFT calculation (wB97M-V/def2-TZVPD) of C25H33N2O5PtS2 as an isolated structure.

Structure (ORCA input):
```
! wB97M-V def2-TZVPD RIJCOSX def2/J DEFGRID3
* xyz 1 3
Pt -0.542 0.605 -0.586
C 2.653 -1.957 2.571
O 1.496 -2.521 1.932
C 0.828 -1.689 1.136
O 1.121 -0.515 0.971
N -0.221 -2.339 0.567
N -1.017 -1.699 -0.372
H 3.103 -2.773 3.125
H 2.360 -1.154 3.244
H 3.346 -1.574 1.825
H -0.350 -3.317 0.777
H -1.982 -1.621 -0.066
H -0.954 -2.139 -1.283
C -0.517 2.921 3.713
S 0.113 1.696 2.575
O -0.422 2.163 1.233
C -0.931 0.334 3.074
C -0.487 -0.526 4.068
C -1.292 -1.589 4.451
C -2.522 -1.783 3.835
C -2.950 -0.919 2.835
C -2.152 0.149 2.443
H -1.599 2.964 3.605
H -0.063 3.871 3.433
H -0.230 2.646 4.728
H 0.476 -0.367 4.541
H -0.961 -2.264 5.228
H -3.151 -2.610 4.138
H -3.915 -1.063 2.365
H -2.469 0.823 1.656
O 1.227 0.164 -1.840
S 2.616 0.536 -1.305
C 3.543 0.935 -2.777
C 2.888 1.107 -3.984
C 3.637 1.452 -5.101
C 5.012 1.611 -4.997
C 5.653 1.413 -3.781
C 4.918 1.067 -2.659
C 2.432 2.177 -0.632
C 3.147 2.509 0.506
C 3.002 3.784 1.038
C 2.145 4.694 0.435
C 1.435 4.343 -0.708
C 1.576 3.078 -1.250
H 1.817 0.962 -4.043
H 3.144 1.592 -6.053
H 5.589 1.884 -5.870
H 6.727 1.522 -3.709
H 5.409 0.911 -1.705
H 3.804 1.784 0.973
H 3.556 4.061 1.926
H 2.026 5.683 0.858
H 0.781 5.060 -1.186
H 1.047 2.801 -2.156
C -4.520 1.417 -1.802
C -3.024 1.686 -1.761
C -2.433 1.602 -3.166
C -2.737 3.049 -1.143
O -2.453 0.658 -0.940
H -5.021 2.142 -2.446
H -4.950 1.482 -0.801
H -4.708 0.416 -2.194
H -2.667 2.500 -3.738
H -2.826 0.736 -3.700
H -1.345 1.501 -3.111
H -3.166 3.849 -1.748
H -1.657 3.215 -1.065
H -3.157 3.105 -0.137
*
```

Results
**HOMO (alpha / beta)**: -0.3960 / -0.4069 Ha
**Orbital gap (alpha / beta)**: 0.3188 / 0.2922 Eh
**Energy above the lowest of the compared OMol25 structures with the same formula, charge and spin**: 76.82 kJ/mol
**LUMO energy (alpha / beta)**: -2.101 / -3.120 eV

***

The following is a DFT calculation (wB97M-V/def2-TZVPD) of one molecule with the formula C3H3FS2 at a distorted geometry.

Structure (ORCA input):
```
! wB97M-V def2-TZVPD RIJCOSX def2/J DEFGRID3
* xyz 0 1
C 1.816 -0.708 -0.007
C 0.542 -0.273 0.166
C -1.830 0.970 -0.248
H 2.076 -1.806 0.402
H -0.317 -1.100 0.636
H -2.606 1.777 0.081
F 2.729 0.296 -0.618
S -0.057 1.334 -0.049
S -2.352 -0.490 -0.364
*
```

Results
**Structure (SMILES)**: F/C=C\SC=S
**HOMO**: -0.3325 Ha
**Orbital gap**: 0.3094 Eh
**Energy above the lowest of the compared OMol25 structures with the same formula, charge and spin**: 206.49 kJ/mol
**LUMO energy**: -0.627 eV

***

The following is a DFT calculation (wB97M-V/def2-TZVPD) of one molecule with the formula C2H2Cl2O3 at a distorted geometry.

Structure (ORCA input):
```
! wB97M-V def2-TZVPD RIJCOSX def2/J DEFGRID3
* xyz 0 1
C 1.054 0.084 0.308
C -0.389 -0.126 -0.158
O 1.398 -0.210 1.389
O -1.110 0.196 0.943
O -0.688 0.637 -1.247
Cl 2.099 0.979 -0.873
Cl -0.206 -1.840 -0.550
H -0.552 -0.263 1.618
H -1.606 0.543 -1.429
*
```

Results
**Structure (SMILES)**: O=C(Cl)C(O)(O)Cl
**HOMO**: -0.4077 Ha
**Orbital gap**: 0.4256 Eh
**Energy above the lowest of the compared OMol25 structures with the same formula, charge and spin**: 56.17 kJ/mol
**LUMO energy**: 0.489 eV

***

Which of these has the lowest energy above the lowest of the compared OMol25 structures with the same formula, charge and spin?
C2H2Cl2O3

***

The highest energy above the lowest of the compared OMol25 structures with the same formula, charge and spin belongs to which entry?
C3H3FS2

***

Among the records above, which one has the lowest energy above the lowest of the compared OMol25 structures with the same formula, charge and spin?
C2H2Cl2O3